Entry 1:
Molecular formula: C4H11N2OS
Method: DFT, ωB97M-V/def2-TZVPD

CARTESIAN COORDINATES (ANGSTROEM)
N1 -2.3314 0.4534 1.7910
C1 -1.5952 0.1434 0.5711
C2 -0.4149 1.1105 0.4291
O1 -0.1840 1.8252 1.3864
N2 0.2919 1.0290 -0.7048
C3 0.1225 0.0513 -1.7774
C4 0.8729 -1.2748 -1.6697
S1 1.7241 -1.4563 -0.0612
H1 -3.0011 -0.2477 2.1021
H2 -1.7311 0.7083 2.5891
H3 -2.9070 1.2742 1.5978
H4 -1.2507 -0.9038 0.6409
H5 -2.2065 0.1988 -0.3253
H6 1.0768 1.6608 -0.7473
H7 -0.9456 0.0312 -2.0342
H8 0.5219 0.6045 -2.6380
H9 0.1665 -2.1240 -1.7647
H10 1.4016 -1.5411 -2.5842
H11 2.6823 -2.3850 -0.4354

As for the relative energy (zero: lowest compared OMol25 entry of this formula, charge and spin): 24.9 kcal per mole. As for the energy: -20182.592 eV. As for the HOMO-LUMO gap: 8.745 eV. As for the charge: +1.

***

Entry 2:
Molecular formula: C52H46N6O5SScTe
Method: DFT, ωB97M-V/def2-TZVPD

CARTESIAN COORDINATES (ANGSTROEM)
Sc1 1.7443 1.4811 -0.6762
O1 3.2590 -2.3598 -0.4070
C1 3.0755 -1.2418 -0.8416
N1 3.1407 -0.0097 -0.2701
C2 4.1252 0.3872 0.6699
O2 4.6366 -0.3067 1.5459
C3 4.4332 1.7640 0.5336
C4 5.5540 2.3858 1.1759
C5 5.4685 3.5907 1.7528
C6 4.1263 4.1824 2.0115
C7 3.1561 4.3610 0.8500
N2 2.9044 3.6433 -0.1580
C8 2.7801 -1.0356 -2.3247
C9 3.1221 -1.9891 -3.2605
C10 3.0891 -1.6365 -4.6034
C11 2.7427 -0.3422 -4.9464
C12 2.3959 0.5453 -3.9373
N3 2.3874 0.2002 -2.6551
H1 6.4725 1.8099 1.2455
H2 6.3221 4.0788 2.2023
H3 4.2327 5.1653 2.4680
H4 2.4828 5.2109 0.9120
H5 3.4454 -2.9617 -2.9169
H6 3.3618 -2.3537 -5.3666
H7 2.7412 -0.0071 -5.9739
H8 2.1227 1.5651 -4.1574
O3 3.6648 2.4829 -0.4549
S1 2.9309 1.9151 2.7547
O4 3.3935 3.4655 3.0797
N4 1.6794 1.9774 1.7730
C13 0.5219 2.6968 2.1328
C14 0.3669 3.5377 3.2167
C15 -0.8705 4.1214 3.5349
C16 -1.9651 3.8916 2.7518
C17 -1.8214 3.1135 1.5878
C18 -2.9101 2.8894 0.7028
C19 -2.7168 2.2035 -0.4400
C20 -1.4024 1.7542 -0.7564
N5 -0.3827 1.8593 0.0770
C21 -0.5834 2.5438 1.2576
C22 2.3405 1.5384 4.4031
C23 2.3592 2.3675 5.5139
C24 1.9065 1.8729 6.7277
C25 1.4541 0.5634 6.8261
C26 1.4880 -0.2723 5.7188
C27 1.9482 0.2088 4.5033
H9 1.2074 3.7657 3.8441
H10 -0.9425 4.7532 4.4102
H11 -2.9311 4.3181 2.9889
H12 -3.8800 3.3087 0.9423
H13 -3.5103 2.0484 -1.1575
H14 -2.0159 1.0141 -2.5144
H15 2.7440 3.3744 5.4395
H16 1.9070 2.5142 7.5987
H17 1.0936 0.1882 7.7746
H18 1.1744 -1.3041 5.8042
H19 2.0195 -0.4414 3.6374
C28 -2.5468 -7.6068 -1.5250
C29 -1.9251 -6.2837 -1.1688
C30 -1.2338 -5.5375 -2.1109
C31 -0.6615 -4.3085 -1.7972
C32 0.1126 -3.5726 -2.8551
C33 -0.7948 -3.8147 -0.4971
Te1 -0.0901 -1.8760 -0.0316
N6 -1.1762 1.2686 -2.0130
C34 -0.1688 1.8315 -2.8548
O5 0.8287 2.4459 -2.2704
C35 -0.3647 1.6990 -4.2480
C36 0.2286 2.6293 -5.1376
C37 0.0194 2.5334 -6.4951
C38 -0.7758 1.5179 -7.0312
C39 -1.3552 0.5898 -6.1723
C40 -1.1589 0.6664 -4.8060
C41 -1.9793 -1.1362 0.6112
C42 -2.0695 -0.5199 1.8661
C43 -0.8842 -0.3684 2.7872
C44 -3.3010 -0.0283 2.2917
C45 -4.4430 -0.1303 1.5128
C46 -5.7616 0.4149 1.9921
C47 -4.3306 -0.7384 0.2709
C48 -3.1187 -1.2363 -0.2020
C49 -3.1048 -1.8787 -1.5630
C50 -1.4379 -4.5723 0.4922
C51 -1.5405 -4.1482 1.9324
C52 -2.0024 -5.7901 0.1261
H20 -2.5497 -7.7639 -2.6026
H21 -3.5760 -7.6633 -1.1687
H22 -1.9973 -8.4314 -1.0670
H23 -1.1325 -5.9177 -3.1216
H24 0.0404 -4.0832 -3.8148
H25 1.1671 -3.5177 -2.5768
H26 -0.2347 -2.5449 -2.9795
H27 0.8366 3.4251 -4.7264
H28 0.4715 3.2639 -7.1546
H29 -0.9350 1.4519 -8.0985
H30 -1.9530 -0.2175 -6.5768
H31 -1.5723 -0.1039 -4.1649
H32 -0.0187 0.0658 2.2820
H33 -0.5688 -1.3384 3.1800
H34 -1.1346 0.2774 3.6298
H35 -3.3587 0.4594 3.2593
H36 -5.6160 1.1739 2.7609
H37 -6.3796 -0.3758 2.4221
H38 -6.3263 0.8589 1.1714
H39 -5.2087 -0.8198 -0.3621
H40 -3.9760 -1.5690 -2.1405
H41 -3.1196 -2.9675 -1.4853
H42 -2.1999 -1.6132 -2.1137
H43 -0.6138 -3.6817 2.2679
H44 -1.7426 -5.0140 2.5615
H45 -2.3454 -3.4254 2.0786
H46 -2.5106 -6.3749 0.8860

The multiplicity is 2. As for the relative energy (zero: lowest compared OMol25 entry of this formula, charge and spin): 127.7 kcal per mole. As for the energy: -112677.304 eV. As for the HOMO-LUMO gap (spin up / spin down): 5.193 / 6.314 eV. As for the charge: 0.

***

Entry 3:
Molecular formula: C10H10LaO2
Method: DFT, ωB97M-V/def2-TZVPD

CARTESIAN COORDINATES (ANGSTROEM)
O1 1.0860 -0.4056 2.2761
C1 1.6860 -0.3570 1.2519
O2 3.0088 -0.2501 1.0379
C2 3.2786 0.5266 -0.1855
C3 1.8360 0.9446 -0.6881
C4 1.1119 -0.3353 -0.2376
C5 -0.3711 -0.3518 -0.1254
C6 -1.0950 -1.4538 -0.6647
C7 -2.4665 -1.6070 -0.5872
C8 -3.2974 -0.6207 0.0774
C9 -2.7301 0.4736 0.6267
C10 -1.1893 0.6597 0.5431
H1 3.9262 1.3217 0.1893
H2 3.7085 -0.2324 -0.8493
H3 1.8966 1.1322 -1.7680
H4 1.6784 1.8901 -0.1259
H5 1.4578 -1.2249 -0.7765
H6 -0.5102 -2.2294 -1.1658
H7 -2.8664 -2.5259 -1.0237
H8 -4.3701 -0.8313 0.1284
H9 -3.4302 1.2117 1.1500
H10 -0.6796 1.5493 1.0482
La1 -1.6687 2.7157 -0.1312

As for the energy: -15450.680 eV. As for the HOMO-LUMO gap: 5.762 eV. As for the charge: +3.

***

Entry 4:
Molecular formula: C3H13O3S
Method: DFT, ωB97M-V/def2-TZVPD

CARTESIAN COORDINATES (ANGSTROEM)
C1 -1.1912 0.3176 -2.9449
C2 -1.3716 0.4724 -1.4007
C3 -0.0873 0.3520 -0.6016
S1 -0.0748 1.0783 1.0547
H1 -0.6582 -0.6092 -3.1904
H2 -0.6219 1.1614 -3.3084
H3 -2.1731 0.4536 -3.3987
H4 -1.7656 1.4786 -1.3214
H5 -2.1195 -0.2490 -1.0930
H6 0.6604 0.6762 -1.3527
H7 0.2047 -0.6775 -0.3977
H8 -0.1420 -1.1784 5.0243
H9 -1.4582 -1.1473 5.7974
O1 -0.5232 -1.3357 5.9164
H10 0.6526 -0.3827 2.5857
H11 1.4141 -1.6575 3.0172
O2 0.7035 -1.0723 3.2937
H12 2.1840 0.4749 -2.2998
H13 3.2390 1.3720 -2.8549
O3 3.1282 0.4728 -2.5252

As for the relative energy (zero: lowest compared OMol25 entry of this formula, charge and spin): 18.8 kcal per mole. As for the energy: -20300.898 eV. As for the HOMO-LUMO gap: 6.519 eV. As for the charge: -1.

***

- energy of number 1 (C4H11N2OS)?
  -20182.592 eV

***

- What is the energy in the third record?
  -15450.680 eV